A molecular structure, C4H8O2S at a distorted geometry, computed with the ωB97M-V functional and the def2-TZVPD basis.

The geometry in XYZ format:
```
15
C4H8O2S (the ωB97M-V functional and the def2-TZVPD basis)
C 1.52240 -1.00187 0.42138
C 0.02027 -0.76179 0.69887
C -1.70689 1.04240 0.00909
C -0.78051 0.61367 -1.02429
H 2.99760 0.06236 -0.65299
H 1.70023 -1.78709 -0.19103
H 2.23660 -1.43539 1.33586
H -0.56246 -1.67902 1.12782
H -1.87726 2.24292 0.04411
H -2.78774 0.64175 0.16964
H -1.66854 0.31054 -1.70616
H -0.10164 1.40831 -1.17984
O 2.00609 0.25565 0.06238
O -0.45733 -0.64095 -0.56245
S -0.54082 0.72853 1.44763
```

Summary:
- energy above the lowest of the compared OMol25 structures with the same formula, charge and spin (eV) = 5.039
- spin multiplicity = 1
- LUMO level (eV) = 0.43
- E_tot (hartree) = -705.710454
- gap between HOMO and LUMO (hartree) = 0.3307

Atom charges from the Löwdin analysis, given in e for atoms 1 to 5: number 1, C, carries -0.301; number 2, C, carries -0.654; number 3, C, carries -0.425; number 4, C, carries -0.336; number 5, H, carries 0.269

A single C4H8O2S2 molecule at a distorted geometry, computed with the ωB97M-V functional and the def2-TZVPD basis.

The geometry in XYZ format:
```
16
C4H8O2S2 (the ωB97M-V functional and the def2-TZVPD basis)
C 0.80634 -0.57848 -1.21935
C 1.14320 0.75080 -0.58355
C -1.56664 0.44167 0.03355
C -0.98049 -0.74924 0.82752
H 1.74141 -1.03468 -1.55350
H 0.14539 -0.40750 -2.09905
H 1.75203 1.31678 -1.30064
H 1.73400 0.62226 0.35936
H -2.40999 0.88230 0.59874
H -1.90107 0.10799 -0.96233
H -0.34909 -0.40527 1.65873
H -1.78862 -1.33659 1.23891
O 1.16835 -2.27921 0.75378
O -0.13292 2.48747 1.03242
S 0.08348 -1.79211 -0.14444
S -0.30985 1.75461 -0.26674
```

Summary:
- energy above the lowest of the compared OMol25 structures with the same formula, charge and spin (eV) = 2.448
- spin multiplicity = 1
- LUMO level (eV) = 0.37
- E_tot (hartree) = -1103.999037
- gap between HOMO and LUMO (hartree) = 0.3538

Atom charges from the Löwdin analysis, given in e for atoms 1 to 5: number 1, C, carries -0.408; number 2, C, carries -0.389; number 3, C, carries -0.346; number 4, C, carries -0.380; number 5, H, carries 0.100

2 unconnected molecules or ions with the total composition C4H8O3, computed with the ωB97M-V functional and the def2-TZVPD basis.

The geometry in XYZ format:
```
15
C4H8O3 (the ωB97M-V functional and the def2-TZVPD basis)
C 1.34550 0.44105 -1.41377
C 1.06282 0.36531 0.06662
O 1.80832 0.82114 0.90561
C -0.20297 -0.33557 0.53592
O -1.07940 -0.56396 -0.57268
C -1.95561 -1.56975 -0.42255
O -2.03963 -2.29115 0.53327
H 0.71313 1.21904 -1.85948
H 1.09818 -0.50284 -1.91071
H 2.39542 0.70659 -1.56071
H 0.04336 -1.28612 1.02715
H -0.70727 0.29300 1.27517
H -2.58487 -1.63742 -1.32193
H 0.31015 2.02483 2.40194
H -0.32663 2.31069 2.66222
```

Summary:
- energy above the lowest of the compared OMol25 structures with the same formula, charge and spin (eV) = 1.934
- spin multiplicity = 1
- LUMO level (eV) = 0.76
- E_tot (hartree) = -382.893761
- gap between HOMO and LUMO (hartree) = 0.4020

Atom charges from the Löwdin analysis, given in e for atoms 1 to 5: number 1, C, carries -0.002; number 2, C, carries -0.416; number 3, O, carries 0.053; number 4, C, carries -0.100; number 5, O, carries -0.036

A molecular structure, C4H8O3 at a distorted geometry, computed with the ωB97M-V functional and the def2-TZVPD basis.

The geometry in XYZ format:
```
15
C4H8O3 (the ωB97M-V functional and the def2-TZVPD basis)
C -0.17825 1.61744 0.53242
C 1.68609 -0.04818 -0.71703
O 0.58429 0.42420 0.68650
O 1.44649 0.58514 -1.71680
H 2.67762 -0.18149 -0.26008
H -0.44491 1.77592 -0.51540
H -1.08042 1.55831 1.14357
H 0.43696 2.45480 0.86413
C -1.35547 -1.02710 -0.23674
C -0.09299 -1.11304 0.56777
O 0.22442 -1.86852 1.42265
H 1.09338 -1.12322 -0.52230
H -2.12285 -0.52754 0.35544
H -1.18298 -0.48396 -1.16412
H -1.69139 -2.04277 -0.44001
```

Summary:
- energy above the lowest of the compared OMol25 structures with the same formula, charge and spin (eV) = 4.136
- spin multiplicity = 1
- LUMO level (eV) = 0.45
- E_tot (hartree) = -382.812839
- gap between HOMO and LUMO (hartree) = 0.3574

Atom charges from the Löwdin analysis, given in e for atoms 1 to 5: number 1, C, carries -0.090; number 2, C, carries -0.260; number 3, O, carries -0.227; number 4, O, carries -0.007; number 5, H, carries 0.131

2 unconnected molecules or ions with the total composition C4H8O3 at a distorted geometry, computed with the ωB97M-V functional and the def2-TZVPD basis.

The geometry in XYZ format:
```
15
C4H8O3 (the ωB97M-V functional and the def2-TZVPD basis)
C 1.92858 0.72648 -0.39063
O 0.69526 -0.39327 1.52864
C -0.18131 -1.04640 0.75636
O -0.11691 -2.19721 0.40050
C -1.25129 -0.10867 0.29821
C -0.57814 0.67669 -0.83223
O -2.38931 -0.80049 -0.11865
H 2.37127 -0.19682 0.03281
H 2.23383 1.56240 0.25333
H 2.20466 0.86063 -1.42495
H -1.53188 0.53399 1.14558
H 0.44907 0.55586 1.38040
H -1.26926 1.50348 -1.10880
H -0.48097 0.04268 -1.71159
H -2.08361 -1.71935 -0.20900
```

Summary:
- energy above the lowest of the compared OMol25 structures with the same formula, charge and spin (eV) = 4.950
- spin multiplicity = 1
- LUMO level (alpha / beta) (eV) = -0.68 / -0.54
- E_tot (hartree) = -382.782907
- gap between HOMO and LUMO (alpha / beta) (hartree) = 0.3321 / 0.3374

Atom charges from the Löwdin analysis, given in e for atoms 1 to 5: number 1, C, carries 0.100; number 2, O, carries 0.049; number 3, C, carries -0.536; number 4, O, carries 0.133; number 5, C, carries -0.416

2 unconnected molecules or ions with the total composition C4H8O3, computed with the ωB97M-V functional and the def2-TZVPD basis.

The geometry in XYZ format:
```
15
C4H8O3 (the ωB97M-V functional and the def2-TZVPD basis)
C 1.95900 0.69968 -0.21834
O 0.91969 -0.53730 1.31805
C -0.15434 -1.10706 0.97635
O -0.52346 -2.26860 1.15366
C -1.24096 -0.19944 0.24936
C -0.62051 0.77130 -0.69814
O -2.12938 -1.04375 -0.41288
H 2.37657 -0.28729 -0.08856
H 2.15210 1.40684 0.58009
H 1.99446 1.10231 -1.23067
H -1.72786 0.33903 1.07965
H 0.49182 0.83153 -0.34021
H -0.94333 1.81365 -0.64092
H -0.60922 0.39566 -1.72294
H -1.94460 -1.91655 -0.00451
```

Summary:
- energy above the lowest of the compared OMol25 structures with the same formula, charge and spin (eV) = 4.882
- spin multiplicity = 1
- LUMO level (alpha / beta) (eV) = -2.19 / -2.19
- E_tot (hartree) = -382.785397
- gap between HOMO and LUMO (alpha / beta) (hartree) = 0.2729 / 0.2728

Atom charges from the Löwdin analysis, given in e for atoms 1 to 5: number 1, C, carries 0.194; number 2, O, carries -0.034; number 3, C, carries -0.572; number 4, O, carries 0.045; number 5, C, carries -0.342

Please write out number 1 again, unchanged.
A molecular structure, C4H8O2S at a distorted geometry, computed with the ωB97M-V functional and the def2-TZVPD basis.

The geometry in XYZ format:
```
15
C4H8O2S (the ωB97M-V functional and the def2-TZVPD basis)
C 1.52240 -1.00187 0.42138
C 0.02027 -0.76179 0.69887
C -1.70689 1.04240 0.00909
C -0.78051 0.61367 -1.02429
H 2.99760 0.06236 -0.65299
H 1.70023 -1.78709 -0.19103
H 2.23660 -1.43539 1.33586
H -0.56246 -1.67902 1.12782
H -1.87726 2.24292 0.04411
H -2.78774 0.64175 0.16964
H -1.66854 0.31054 -1.70616
H -0.10164 1.40831 -1.17984
O 2.00609 0.25565 0.06238
O -0.45733 -0.64095 -0.56245
S -0.54082 0.72853 1.44763
```

Summary:
- energy above the lowest of the compared OMol25 structures with the same formula, charge and spin (eV) = 5.039
- spin multiplicity = 1
- LUMO level (eV) = 0.43
- E_tot (hartree) = -705.710454
- gap between HOMO and LUMO (hartree) = 0.3307

Atom charges from the Löwdin analysis, given in e for atoms 1 to 5: number 1, C, carries -0.301; number 2, C, carries -0.654; number 3, C, carries -0.425; number 4, C, carries -0.336; number 5, H, carries 0.269

> Among the records above, which one has the highest E_tot?

number 5

> Look up the E_tot of the fourth one.

-382.812839 hartree